Arrangement i

DFT (ωB97M-V/def2-TZVPD) results for a cluster of 2 separate species, C3H10N2S in total.

The LUMO energy comes out at 0.8 eV. The value obtained for the molecular weight is 106.19 g mol⁻¹.

Structure (XYZ):
```
16
Properties=species:S:1:pos:R:3:lowdin_charge:R:1
C 0.509 -0.104 1.067 -0.13
N 1.324 1.101 0.962 -0.02
C 0.774 2.212 1.142 -0.30
N -0.609 2.408 1.487 0.03
H 1.148 -0.966 1.229 0.06
H -0.002 -0.260 0.117 0.05
H -0.234 -0.019 1.856 0.07
H 1.371 3.119 1.049 0.10
H -0.677 3.242 2.060 0.07
H -1.169 2.610 0.664 0.08
C -0.882 -2.313 -1.795 -0.50
S 0.428 -1.977 -3.018 0.61
H -1.616 -2.945 -2.281 0.02
H -0.463 -2.827 -0.940 0.02
H -1.333 -1.383 -1.464 0.01
H 1.432 -1.899 -2.137 -0.17
```

---

Arrangement ii

DFT (ωB97M-V/def2-TZVPD) results for the molecule C3H10N2S.

The LUMO energy comes out at 1.0 eV. The value obtained for the molecular weight is 106.19 g mol⁻¹.

Structure (XYZ):
```
16
Properties=species:S:1:pos:R:3:lowdin_charge:R:1
N -1.226 1.657 1.035 -0.01
C -1.154 0.551 0.055 -0.24
C 0.082 -0.336 0.289 -0.51
N 1.123 0.411 0.947 0.02
C 0.553 -0.944 -1.030 -0.53
S 2.041 -2.024 -0.845 0.66
H -1.083 2.534 0.550 0.07
H -2.213 1.726 1.283 0.07
H -2.039 -0.077 0.017 0.11
H -1.123 0.976 -0.956 0.11
H -0.226 -1.169 0.945 0.13
H 1.905 -0.157 1.201 0.04
H 0.890 0.986 1.735 0.06
H -0.286 -1.590 -1.292 0.07
H 0.776 -0.179 -1.766 0.07
H 1.978 -2.363 -2.168 -0.13
```

---

Which structure is the least stable? The one labeled arrangement i.

---

Arrangement i

DFT (ωB97M-V/def2-TZVPD) results for a cluster of 2 separate species, C4H13N3S in total.

The LUMO energy comes out at 0.8 eV. The value obtained for the molecular weight is 135.24 g mol⁻¹.

Structure (XYZ):
```
21
Properties=species:S:1:pos:R:3:lowdin_charge:R:1
N 2.085 -1.301 0.465 0.09
C 2.085 -1.767 -0.735 -0.62
N 1.778 -3.095 -1.036 0.11
N 2.226 -0.943 -1.862 0.10
H 2.004 -2.035 1.179 0.04
H 2.012 -3.721 -0.307 0.07
H 2.296 -3.376 -1.843 0.08
H 1.561 -1.101 -2.600 0.08
H 2.215 0.024 -1.579 0.08
C -1.533 -0.566 -0.258 -0.20
C -1.392 0.428 0.857 -0.59
S -1.880 2.115 0.291 0.74
C -1.191 2.982 1.806 -0.38
H -1.517 -1.551 0.204 0.07
H -0.677 -0.563 -0.993 0.07
H -2.499 -0.459 -0.749 0.06
H -0.374 0.365 1.198 0.05
H -2.084 0.163 1.688 0.08
H -1.756 2.657 2.682 0.03
H -0.169 2.630 1.877 0.02
H -1.359 4.036 1.603 0.02
```

---

Arrangement ii

DFT (ωB97M-V/def2-TZVPD) results for a cluster of 2 separate species, C4H13N3S in total.

The LUMO energy comes out at 0.5 eV. The value obtained for the molecular weight is 135.24 g mol⁻¹.

Structure (XYZ):
```
21
Properties=species:S:1:pos:R:3:lowdin_charge:R:1
N 0.094 2.967 0.113 0.08
C 0.294 2.041 0.958 -0.68
N 1.545 1.626 1.373 0.09
N -0.753 1.322 1.530 0.09
H 0.985 3.507 0.006 0.05
H 2.385 2.169 1.036 0.12
H 1.667 0.929 2.120 0.10
H -0.760 1.288 2.565 0.11
H -1.608 1.683 1.124 0.09
C 0.243 -0.487 -2.035 -0.12
C -0.658 -1.601 -1.516 -0.36
C -0.312 -1.890 -0.065 -0.61
S -1.410 -3.178 0.637 0.66
H 0.131 -0.391 -3.146 0.08
H 1.298 -0.648 -1.871 0.06
H -0.049 0.462 -1.563 0.06
H -1.712 -1.287 -1.656 0.11
H -0.552 -2.514 -2.126 0.10
H -0.454 -0.912 0.461 0.05
H 0.756 -2.141 0.110 0.08
H -1.129 -2.946 1.945 -0.15
```

---

Which structure is the least stable? The one labeled arrangement ii.

---

Arrangement i

DFT (ωB97M-V/def2-TZVPD) results for the molecule C4H4O4.

The LUMO energy comes out at 0.2 eV. The value obtained for the molecular weight is 116.07 g mol⁻¹.

Structure (XYZ):
```
12
Properties=species:S:1:pos:R:3:lowdin_charge:R:1
O 2.349 -0.300 -0.902 0.10
C 1.453 -0.861 -0.395 -0.19
C 0.395 -0.199 0.566 -0.26
C -0.091 1.135 0.235 -0.21
O -0.849 0.944 -0.964 0.00
C -1.710 -0.200 -0.386 -0.39
O -2.662 -0.774 -0.796 0.19
O -0.879 -0.896 0.496 0.01
H 1.444 -2.025 -0.577 0.16
H 0.342 -0.245 1.705 0.19
H -0.735 1.541 1.180 0.18
H 0.943 1.879 -0.160 0.23
```

---

Arrangement ii

DFT (ωB97M-V/def2-TZVPD) results for a structure of composition C4H4O4.

The LUMO energy comes out at 0.3 eV. The value obtained for the molecular weight is 116.07 g mol⁻¹.

Structure (XYZ):
```
12
Properties=species:S:1:pos:R:3:lowdin_charge:R:1
C 1.335 -0.052 0.027 -0.46
C 0.638 -1.093 0.022 0.04
C -0.711 -0.563 0.086 -0.16
C -0.638 0.813 0.183 -0.38
H 2.799 1.068 -0.290 0.10
H 1.183 -2.091 0.079 0.17
H -2.032 -1.862 -0.014 0.03
H -2.391 1.618 0.511 0.30
O 2.608 0.162 -0.221 0.15
O -2.062 -0.991 -0.228 0.05
O -1.414 1.841 -0.255 0.02
O 0.684 1.150 0.102 0.13
```

---

Which structure is the least stable? The one labeled arrangement ii.

---

Arrangement i

DFT (ωB97M-V/def2-TZVPD) results for a cluster of 2 separate species, C6H17N2 in total.

The LUMO energy (alpha / beta) comes out at -3.5 / -4.3 eV. The value obtained for the molecular weight is 117.22 g mol⁻¹. Its net charge is +1.

Structure (XYZ):
```
25
Properties=species:S:1:pos:R:3:lowdin_charge:R:1
C 1.493 -1.012 1.101 -0.05
C 1.722 1.370 0.316 -0.06
C 1.591 -0.515 -1.346 -0.07
C -1.947 -1.103 0.494 -0.04
C 1.426 -0.055 -0.008 -0.32
C -1.347 0.253 0.180 -0.40
N -1.862 1.186 0.972 0.06
N -1.632 0.593 -1.344 0.16
H 1.101 -0.683 1.986 0.06
H 0.994 -1.869 0.922 0.05
H 2.515 -1.370 1.302 0.13
H 1.214 1.750 1.271 0.11
H 2.871 1.387 0.454 0.14
H 1.537 2.080 -0.445 0.06
H 2.578 -0.361 -1.801 0.12
H 0.921 -0.133 -2.013 0.03
H 1.612 -1.587 -1.530 0.11
H -1.738 -1.731 -0.444 0.11
H -2.972 -1.110 0.685 0.06
H -1.498 -1.416 1.363 0.05
H -1.403 2.045 1.230 0.09
H -2.822 1.152 1.381 0.13
H -0.779 0.982 -1.945 0.18
H -1.510 -0.350 -1.856 0.16
H -2.503 1.058 -1.437 0.12
```

---

Arrangement ii

DFT (ωB97M-V/def2-TZVPD) results for a structure of composition C6H17N2.

The LUMO energy comes out at -7.3 eV. The value obtained for the molecular weight is 117.22 g mol⁻¹. Its net charge is +1.

Structure (XYZ):
```
25
Properties=species:S:1:pos:R:3:lowdin_charge:R:1
N -2.045 -0.936 -1.604 0.14
C -0.640 0.393 -0.106 0.00
C -1.181 0.245 1.264 -0.18
C -2.688 0.544 1.363 -0.06
C 0.546 -0.424 -0.500 -0.21
N 1.778 -0.086 0.210 -0.26
C 2.186 1.291 -0.062 -0.07
C 2.841 -1.025 -0.094 -0.08
H -2.369 -0.665 -2.523 0.08
H -2.631 -1.686 -1.259 0.08
H -1.557 -0.299 -0.932 -0.02
H -0.695 1.387 -0.558 0.16
H -0.568 0.851 1.938 0.17
H -1.047 -0.809 1.536 0.14
H -3.227 -0.092 0.666 0.07
H -3.055 0.423 2.381 0.09
H -2.893 1.584 1.097 0.09
H 0.686 -0.347 -1.591 0.14
H 0.304 -1.465 -0.268 0.14
H 2.452 1.437 -1.123 0.10
H 3.065 1.562 0.515 0.10
H 1.380 1.980 0.179 0.08
H 3.117 -1.052 -1.157 0.10
H 2.506 -2.038 0.153 0.10
H 3.736 -0.772 0.473 0.10
```

---

Arrangement iii

DFT (ωB97M-V/def2-TZVPD) results for a cluster of 2 separate species, C6H17N2 in total.

The LUMO energy comes out at -7.2 eV. The value obtained for the molecular weight is 117.22 g mol⁻¹. Its net charge is +1.

Structure (XYZ):
```
25
Properties=species:S:1:pos:R:3:lowdin_charge:R:1
N -1.367 -2.840 -1.363 0.04
C -0.600 0.108 0.570 0.14
C 0.794 0.296 0.739 -0.17
C 1.674 -0.945 0.574 -0.24
C 3.116 -0.713 0.980 -0.09
C -1.632 1.196 0.644 -0.18
N -1.386 2.359 -0.173 -0.10
C -1.424 2.009 -1.602 -0.08
H -1.320 -3.685 -0.816 0.02
H -0.920 -2.044 -0.934 -0.05
H -2.328 -2.621 -1.586 0.02
H -1.010 -0.862 0.870 0.14
H 1.185 1.152 0.178 0.15
H 0.906 0.696 1.768 0.20
H 1.649 -1.229 -0.474 0.12
H 1.233 -1.768 1.136 0.12
H 3.494 0.242 0.610 0.08
H 3.183 -0.593 2.068 0.09
H 3.803 -1.511 0.712 0.09
H -2.556 0.745 0.282 0.14
H -1.709 1.523 1.689 0.17
H -0.479 2.747 0.047 0.10
H -2.411 2.180 -2.002 0.09
H -1.172 0.945 -1.755 0.08
H -0.727 2.613 -2.162 0.09
```

---

Arrangement iv

DFT (ωB97M-V/def2-TZVPD) results for the ion C6H17N2 with charge +1.

The LUMO energy comes out at -3.2 eV. The value obtained for the molecular weight is 117.22 g mol⁻¹. Its net charge is +1.

Structure (XYZ):
```
25
Properties=species:S:1:pos:R:3:lowdin_charge:R:1
C -1.068 -0.889 -2.923 -0.04
N -1.315 -0.928 -1.454 -0.04
C -0.092 -1.524 -0.874 -0.16
C 1.076 -0.535 -0.514 -0.16
N 0.473 0.686 0.082 -0.09
C 0.313 0.500 1.529 -0.43
C -0.802 1.661 1.841 -0.04
C 1.514 0.909 2.358 -0.09
H -0.229 -0.070 -3.047 0.14
H -1.799 -0.539 -3.672 0.10
H -0.717 -1.931 -3.257 0.13
H -2.264 -1.469 -1.381 0.23
H -1.489 0.007 -0.997 0.18
H 0.266 -2.280 -1.633 0.13
H -0.537 -2.227 -0.132 0.14
H 1.622 -0.206 -1.447 0.13
H 1.751 -1.022 0.197 0.12
H 1.049 1.555 -0.080 0.15
H -0.103 -0.504 1.930 0.16
H -0.247 2.615 1.777 0.10
H -1.457 1.793 1.095 0.01
H -1.280 1.402 2.713 0.05
H 2.099 1.681 1.896 0.07
H 1.165 1.362 3.327 0.10
H 2.072 -0.046 2.668 0.10
```

---

Which structure is the least stable? The one labeled arrangement i.

---

Arrangement i

DFT (ωB97M-V/def2-TZVPD) results for the molecule C5H6N4.

The LUMO energy comes out at -0.6 eV. The value obtained for the molecular weight is 122.13 g mol⁻¹.

Structure (XYZ):
```
15
Properties=species:S:1:pos:R:3:lowdin_charge:R:1
C -2.820 -0.295 0.360 -0.15
N -1.830 0.729 0.311 0.04
C -0.673 0.480 -0.180 -0.37
C 0.359 1.435 -0.302 -0.02
C 1.675 1.177 -0.036 -0.12
N 2.151 0.029 0.583 0.09
C 1.577 -1.115 0.443 -0.19
N 0.628 -1.472 -0.505 0.05
N -0.363 -0.806 -0.814 0.10
H -3.759 0.058 -0.073 0.07
H -3.067 -0.574 1.399 0.08
H -2.469 -1.294 -0.141 0.10
H 0.162 2.456 -0.664 0.12
H 2.412 1.930 -0.196 0.10
H 1.921 -2.024 0.931 0.11
```

---

Arrangement ii

DFT (ωB97M-V/def2-TZVPD) results for the molecule C5H6N4.

The LUMO energy comes out at 0.0 eV. The value obtained for the molecular weight is 122.13 g mol⁻¹.

Structure (XYZ):
```
15
Properties=species:S:1:pos:R:3:lowdin_charge:R:1
H -1.363 0.729 -1.957 0.08
N -1.108 -0.369 -1.921 0.10
C -0.252 -0.515 -0.971 -0.41
C 0.157 -1.917 -0.678 -0.04
C 0.949 -1.897 0.325 -0.20
N 1.639 -0.944 1.097 0.09
C 1.206 0.229 1.026 -0.03
N 0.122 0.484 -0.042 0.02
C -0.556 1.642 0.214 -0.29
N -0.362 2.418 1.194 0.06
H -1.223 3.065 1.316 0.10
H -0.439 -2.900 -1.119 0.19
H 1.304 -2.976 0.473 0.12
H 1.310 1.080 1.578 0.07
H -1.384 1.870 -0.535 0.13
```

---

Arrangement iii

DFT (ωB97M-V/def2-TZVPD) results for a structure of composition C5H6N4.

The LUMO energy comes out at -1.2 eV. The value obtained for the molecular weight is 122.13 g mol⁻¹.

Structure (XYZ):
```
15
Properties=species:S:1:pos:R:3:lowdin_charge:R:1
C 1.140 0.650 0.179 -0.14
C -0.374 0.245 -0.228 -0.14
C -1.410 1.223 -0.212 -0.10
C -2.867 -0.395 0.067 -0.29
C -0.795 -1.053 -0.058 -0.06
H 3.668 -1.409 -0.522 0.15
H 3.867 0.304 1.310 0.20
H 1.635 1.806 0.312 0.18
H -1.235 2.245 -0.294 0.09
H -3.828 -0.625 0.045 0.06
H -0.026 -1.815 -0.213 0.10
N 3.227 -0.192 -0.275 -0.09
N 1.820 -0.370 -0.041 -0.20
N -2.659 0.878 -0.084 0.10
N -2.162 -1.492 0.015 0.13
```

---

Which structure is the least stable? The one labeled arrangement iii.

---

Arrangement i

DFT (ωB97M-V/def2-TZVPD) results for the molecule C5H6S.

The LUMO energy comes out at 0.8 eV. The value obtained for the molecular weight is 98.17 g mol⁻¹.

Structure (XYZ):
```
12
Properties=species:S:1:pos:R:3:lowdin_charge:R:1
C -0.549 -0.488 -2.161 0.12
C -0.285 -0.715 -1.019 -0.18
C 0.053 -0.913 0.387 -0.68
C 0.792 -1.946 0.812 -0.01
S -0.519 0.356 1.488 0.84
C -0.291 1.954 0.568 -0.37
H -0.835 -0.272 -3.161 0.03
H 1.025 -2.735 0.079 0.08
H 1.217 -2.017 1.818 0.06
H -0.213 2.752 1.307 0.03
H -1.077 2.086 -0.218 0.05
H 0.683 1.938 0.099 0.03
```

---

Arrangement ii

DFT (ωB97M-V/def2-TZVPD) results for a structure of composition C5H6S.

The LUMO energy comes out at 0.8 eV. The value obtained for the molecular weight is 98.17 g mol⁻¹.

Structure (XYZ):
```
12
Properties=species:S:1:pos:R:3:lowdin_charge:R:1
C -0.321 1.128 0.009 -0.25
C -0.409 0.004 -1.040 -0.49
C -0.401 -0.010 1.043 -0.49
C 0.841 -0.815 0.660 -0.13
C 0.836 -0.803 -0.683 -0.13
H -1.217 1.796 0.004 0.11
H 0.603 1.725 0.000 0.11
H -0.642 0.187 -2.092 0.10
H -0.605 0.156 2.111 0.11
H 1.524 -1.285 1.358 0.10
H 1.526 -1.289 -1.366 0.10
S -1.735 -0.793 -0.002 0.85
```

---

Arrangement iii

DFT (ωB97M-V/def2-TZVPD) results for the molecule C5H6S.

The LUMO energy comes out at 0.9 eV. The value obtained for the molecular weight is 98.17 g mol⁻¹.

Structure (XYZ):
```
12
Properties=species:S:1:pos:R:3:lowdin_charge:R:1
C 0.785 1.286 0.008 -0.21
C -0.545 1.369 -0.240 -0.38
S -1.483 -0.143 0.123 0.84
C -0.218 -1.380 -0.062 -0.45
C 1.139 -1.199 -0.131 -0.14
C 1.755 0.191 0.140 -0.22
H 1.237 2.302 0.033 0.11
H -1.134 2.288 -0.417 0.07
H -0.630 -2.401 -0.244 0.07
H 1.807 -2.076 -0.308 0.11
H 2.721 0.271 -0.418 0.12
H 2.219 0.299 1.106 0.10
```

---

Which structure is the least stable? The one labeled arrangement i.

---

Arrangement i

DFT (ωB97M-V/def2-TZVPD) results for a structure of composition C8H10O2.

The LUMO energy comes out at 0.5 eV. The value obtained for the molecular weight is 138.17 g mol⁻¹.

Structure (XYZ):
```
20
Properties=species:S:1:pos:R:3:lowdin_charge:R:1
C 1.666 1.356 -0.547 -0.44
C 2.106 1.158 0.932 0.05
C -2.366 -0.232 -0.126 -0.08
C -2.183 -1.290 0.753 -0.12
C -0.941 -1.907 0.852 -0.10
C 0.125 -1.485 0.063 -0.09
C -0.033 -0.419 -0.797 -0.22
C -1.287 0.195 -0.895 -0.09
H 0.387 1.418 -1.753 0.14
H 3.136 1.204 1.041 0.05
H 1.551 1.992 1.588 0.15
H 1.803 0.159 1.319 0.08
H -3.347 0.250 -0.218 0.11
H -3.010 -1.645 1.349 0.09
H -0.773 -2.752 1.524 0.10
H 1.070 -1.997 0.144 0.10
H 0.813 -0.036 -1.363 0.10
H -1.425 0.998 -1.614 0.12
O 2.391 1.837 -1.419 0.12
O 0.320 1.195 -0.834 -0.07
```

---

Arrangement ii

DFT (ωB97M-V/def2-TZVPD) results for the molecule C8H10O2.

The LUMO energy comes out at 0.9 eV. The value obtained for the molecular weight is 138.17 g mol⁻¹.

Structure (XYZ):
```
20
Properties=species:S:1:pos:R:3:lowdin_charge:R:1
C 1.584 -1.964 1.672 0.00
C 1.777 -0.657 0.940 -0.46
C 0.536 -0.102 0.370 0.08
C -0.480 0.285 -0.145 0.09
C -1.765 0.675 -0.769 -0.44
C -1.665 1.257 -2.160 -0.02
C -3.030 1.002 0.082 -0.09
O -2.831 -0.217 -0.512 -0.02
C 3.123 -0.203 0.319 -0.06
O 2.634 0.270 1.566 -0.03
H 0.565 -2.056 2.042 0.09
H 1.779 -2.759 0.992 0.07
H 2.284 -2.067 2.481 0.08
H -2.494 0.978 -2.816 0.09
H -0.724 0.933 -2.660 0.09
H -1.665 2.337 -2.053 0.08
H -3.769 1.675 -0.312 0.10
H -2.999 1.058 1.171 0.11
H 3.148 0.411 -0.584 0.11
H 3.990 -0.854 0.376 0.11
```

---

Which structure is the least stable? The one labeled arrangement i.

---

Arrangement i

DFT (ωB97M-V/def2-TZVPD) results for the molecule C3H3NOS.

The LUMO energy (alpha / beta) comes out at 0.8 / -2.9 eV. Its multiplicity is 3. The value obtained for the molecular weight is 101.13 g mol⁻¹. Its expectation value of S² is 2.006.

Structure (XYZ):
```
9
Properties=species:S:1:pos:R:3:lowdin_charge:R:1
C -0.374 -0.290 -0.849 -0.56
C 0.594 0.808 -0.557 -0.57
C -0.265 -0.749 0.542 -0.16
N 0.647 0.470 0.760 0.08
O 1.021 1.778 -1.112 0.08
S -1.603 -0.752 -2.069 0.74
H -1.244 -0.555 0.915 0.09
H 0.224 -1.733 0.781 0.13
H 0.999 1.024 1.588 0.17
```

---

Arrangement ii

DFT (ωB97M-V/def2-TZVPD) results for the molecule C3H3NOS.

The LUMO energy (alpha / beta) comes out at 0.8 / -2.9 eV. Its multiplicity is 3. The value obtained for the molecular weight is 101.13 g mol⁻¹. Its expectation value of S² is 2.006.

Structure (XYZ):
```
9
Properties=species:S:1:pos:R:3:lowdin_charge:R:1
C -0.896 -0.390 0.034 -0.56
C -0.507 1.056 0.013 -0.54
C 0.558 -0.755 -0.010 -0.19
N 0.803 0.680 -0.106 0.07
O -1.056 2.116 0.058 0.09
S -2.373 -1.347 0.005 0.76
H 0.937 -1.234 0.897 0.12
H 0.874 -1.329 -0.886 0.11
H 1.660 1.204 -0.006 0.15
```

---

Which structure is the least stable? The one labeled arrangement i.